# 1
{
  "formula": "C44H36I2IrN13O2",
  "method": "ωB97M-V/def2-TZVPD",
  "elements": ["Ir", "I", "C", "C", "C", "I", "C", "O", "C", "C", "N", "C", "C", "C", "C", "C", "C", "N", "C", "H", "H", "H", "H", "H", "H", "H", "H", "H", "H", "H", "C", "N", "C", "N", "C", "N", "C", "C", "C", "C", "C", "C", "C", "N", "N", "C", "O", "C", "C", "C", "C", "C", "C", "N", "C", "N", "C", "N", "C", "H", "H", "H", "H", "H", "H", "H", "H", "H", "H", "H", "H", "H", "H", "H", "H", "C", "C", "N", "C", "C", "C", "C", "C", "C", "C", "C", "N", "C", "N", "H", "H", "H", "H", "H", "H", "H", "H", "H"],
  "coordinates": [[-1.08, -1.18, -0.17], [-3.24, -7.69, 4.58], [-2.66, -5.76, 3.92], [-2.78, -4.65, 4.74], [-2.35, -3.41, 4.28], [-2.78, -1.78, 5.56], [-1.72, -3.27, 3.03], [-1.92, -0.95, 2.24], [-1.66, -4.39, 2.18], [-1.06, -4.40, 0.80], [-1.72, -3.49, -0.17], [-1.63, -4.01, -1.54], [-1.74, -2.94, -2.59], [-1.53, -3.27, -3.93], [-1.54, -2.27, -4.88], [-1.83, -0.97, -4.48], [-2.06, -0.72, -3.14], [-1.98, -1.68, -2.21], [-2.15, -5.61, 2.64], [-3.19, -4.75, 5.73], [-1.14, -5.43, 0.42], [0.00, -4.15, 0.84], [-2.70, -3.40, 0.09], [-2.38, -4.78, -1.73], [-0.65, -4.48, -1.67], [-1.35, -4.29, -4.21], [-1.31, -2.49, -5.91], [-1.87, -0.17, -5.20], [-2.31, 0.27, -2.79], [-2.10, -6.47, 1.98], [3.21, 0.08, -3.91], [2.34, -0.65, -3.01], [1.24, -0.22, -2.39], [0.81, -1.16, -1.55], [1.70, -2.17, -1.73], [2.62, -1.88, -2.60], [3.55, 1.43, -3.31], [3.61, 2.57, -4.10], [3.86, 3.81, -3.52], [4.00, 3.92, -2.15], [3.95, 2.77, -1.35], [3.76, 1.53, -1.95], [4.05, 2.89, 0.08], [4.41, 3.95, 0.75], [4.26, 3.70, 2.02], [3.81, 2.49, 2.16], [3.65, 1.91, 0.93], [3.43, 1.85, 3.40], [3.55, 2.56, 4.59], [3.16, 1.98, 5.78], [2.63, 0.69, 5.79], [2.52, -0.03, 4.60], [1.98, -1.45, 4.60], [0.96, -1.65, 3.61], [1.14, -1.91, 2.30], [0.00, -2.04, 1.68], [-1.02, -1.92, 2.71], [-0.31, -1.57, 3.91], [2.93, 0.55, 3.41], [2.73, 0.20, -4.88], [4.11, -0.53, -4.05], [0.79, 0.74, -2.54], [1.65, -3.10, -1.20], [3.48, 2.49, -5.17], [3.93, 4.69, -4.14], [4.14, 4.88, -1.68], [3.78, 0.64, -1.33], [3.95, 3.57, 4.57], [3.27, 2.52, 6.71], [2.31, 0.25, 6.72], [1.54, -1.67, 5.58], [2.80, -2.15, 4.39], [2.10, -2.02, 1.84], [-2.61, -0.79, 2.90], [2.88, 0.00, 2.48], [0.33, 2.91, 0.77], [0.13, 1.59, 0.41], [-1.04, 1.14, -0.07], [-2.03, 2.01, -0.23], [-1.92, 3.37, 0.08], [-0.71, 3.81, 0.61], [-3.02, 4.32, -0.05], [-3.99, 4.39, -0.96], [-4.19, 3.61, -2.18], [-3.18, 3.39, -3.13], [-3.60, 2.77, -4.30], [-4.83, 2.36, -4.47], [-5.73, 2.58, -3.53], [-5.42, 3.20, -2.41], [1.27, 3.22, 1.19], [0.92, 0.86, 0.51], [-2.98, 1.61, -0.59], [-0.58, 4.85, 0.89], [-3.03, 5.07, 0.74], [-4.76, 5.14, -0.83], [-2.17, 3.75, -2.99], [-2.92, 2.61, -5.13], [-6.74, 2.24, -3.67]],
  "e_homo_ev": [-14.817, -14.817],
  "spin_multiplicity": 2,
  "de_lowest_kcal_mol": 160.5,
  "e_lumo_ev": [-10.74, -10.69],
  "orbital_gap_ha": [0.150, 0.152],
  "total_charge": 3,
  "s2": 0.767
}

# 2
{
  "formula": "C44H36NO3RuS3",
  "method": "ωB97M-V/def2-TZVPD",
  "elements": ["Ru", "C", "C", "C", "C", "C", "C", "C", "S", "O", "C", "C", "C", "C", "C", "C", "C", "C", "C", "C", "C", "C", "C", "C", "C", "C", "C", "C", "C", "C", "S", "O", "C", "C", "C", "C", "C", "C", "C", "H", "H", "H", "H", "H", "H", "H", "H", "H", "H", "H", "H", "H", "H", "H", "H", "H", "H", "H", "H", "H", "H", "H", "H", "H", "H", "N", "H", "H", "H", "C", "C", "O", "S", "C", "C", "C", "C", "C", "C", "C", "C", "H", "H", "H", "H", "H", "H", "H"],
  "coordinates": [[2.07, 0.82, 0.10], [-4.26, -2.93, 0.80], [-2.86, -2.48, 0.52], [-2.39, -1.24, 0.97], [-1.10, -0.82, 0.71], [-0.26, -1.65, -0.02], [-0.69, -2.90, -0.47], [-1.98, -3.30, -0.19], [1.39, -1.23, -0.43], [2.32, -2.21, 0.12], [1.50, -1.27, -2.20], [2.68, -1.86, -2.69], [2.96, -1.77, -4.02], [2.10, -1.07, -4.90], [2.41, -0.96, -6.28], [1.57, -0.29, -7.12], [0.39, 0.31, -6.62], [0.07, 0.22, -5.30], [0.91, -0.48, -4.40], [0.61, -0.60, -3.01], [-0.70, -0.06, -2.54], [-1.87, -0.81, -2.85], [-1.81, -2.04, -3.55], [-2.95, -2.75, -3.81], [-4.21, -2.27, -3.40], [-4.31, -1.08, -2.73], [-3.15, -0.32, -2.45], [-3.24, 0.92, -1.77], [-2.13, 1.64, -1.48], [-0.86, 1.13, -1.87], [0.51, 1.95, -1.14], [1.81, 1.72, -1.91], [0.13, 3.63, -0.99], [-0.06, 4.38, -2.15], [-0.34, 5.73, -2.01], [-0.45, 6.32, -0.75], [-0.76, 7.78, -0.62], [-0.26, 5.54, 0.39], [0.03, 4.19, 0.28], [-4.85, -2.15, 1.27], [-4.26, -3.80, 1.45], [-4.75, -3.22, -0.13], [-3.06, -0.60, 1.53], [-0.76, 0.14, 1.07], [-0.02, -3.54, -1.03], [-2.32, -4.27, -0.54], [3.32, -2.42, -2.02], [3.85, -2.25, -4.42], [3.31, -1.42, -6.65], [1.80, -0.21, -8.17], [-0.26, 0.84, -7.30], [-0.84, 0.68, -4.93], [-0.85, -2.43, -3.87], [-2.88, -3.69, -4.34], [-5.10, -2.84, -3.62], [-5.27, -0.70, -2.43], [-4.22, 1.30, -1.50], [-2.20, 2.59, -0.97], [0.01, 3.93, -3.13], [-0.49, 6.33, -2.90], [-1.01, 8.23, -1.57], [0.11, 8.31, -0.21], [-1.58, 7.94, 0.08], [-0.35, 5.99, 1.37], [0.18, 3.58, 1.16], [4.05, 0.13, -0.21], [4.10, -0.88, -0.05], [4.75, 0.58, 0.39], [4.33, 0.30, -1.18], [1.50, -3.23, 10.65], [1.27, -3.01, 9.20], [0.78, -3.67, 8.37], [1.99, -1.23, 8.77], [1.87, -0.95, 7.12], [1.35, -1.87, 6.14], [1.33, -1.51, 4.84], [1.83, -0.22, 4.40], [2.34, 0.70, 5.41], [2.35, 0.34, 6.71], [1.86, 0.09, 3.10], [1.93, 0.38, 1.87], [1.09, -4.20, 10.93], [1.01, -2.43, 11.22], [2.57, -3.19, 10.86], [0.99, -2.83, 6.45], [0.96, -2.19, 4.08], [2.70, 1.66, 5.09], [2.73, 1.02, 7.46]],
  "e_homo_ev": [-14.901, -14.901],
  "spin_multiplicity": 1,
  "e_lumo_ev": [-10.78, -10.78],
  "orbital_gap_ha": [0.151, 0.151],
  "total_charge": 3
}

# 3
{
  "formula": "C44H36OP2Rb",
  "method": "ωB97M-V/def2-TZVPD",
  "elements": ["Rb", "C", "C", "C", "C", "C", "C", "P", "C", "C", "C", "C", "C", "C", "C", "C", "C", "C", "C", "C", "C", "C", "C", "C", "H", "H", "H", "H", "H", "H", "H", "H", "H", "H", "H", "H", "H", "H", "H", "H", "C", "C", "C", "C", "C", "C", "C", "P", "C", "C", "C", "C", "C", "C", "C", "C", "C", "C", "C", "C", "C", "C", "H", "H", "H", "H", "H", "H", "H", "H", "H", "H", "H", "H", "H", "H", "H", "H", "H", "H", "H", "H", "O", "C"],
  "coordinates": [[-19.00, -3.60, 6.30], [-10.66, -2.86, 5.34], [-10.74, -2.26, 6.59], [-11.93, -2.25, 7.28], [-13.08, -2.93, 6.77], [-13.04, -3.37, 5.43], [-11.82, -3.47, 4.78], [-14.60, -3.15, 7.65], [-15.02, -2.06, 9.04], [-14.88, -2.38, 10.41], [-15.46, -1.58, 11.39], [-16.13, -0.43, 11.09], [-16.01, 0.05, 9.77], [-15.41, -0.73, 8.81], [-14.34, -4.65, 8.53], [-13.14, -5.03, 9.17], [-13.09, -6.36, 9.57], [-14.12, -7.29, 9.40], [-15.24, -6.97, 8.61], [-16.19, -7.85, 8.07], [-17.06, -7.41, 7.09], [-17.01, -6.11, 6.57], [-16.11, -5.21, 7.10], [-15.31, -5.63, 8.16], [-9.77, -2.86, 4.74], [-9.84, -1.94, 7.11], [-11.90, -1.81, 8.26], [-13.92, -3.87, 5.02], [-11.76, -4.12, 3.91], [-14.24, -3.18, 10.66], [-15.34, -1.90, 12.41], [-16.65, 0.03, 11.94], [-16.58, 0.92, 9.51], [-15.24, -0.23, 7.82], [-12.38, -4.29, 9.42], [-12.19, -6.75, 9.98], [-14.03, -8.33, 9.65], [-16.11, -8.95, 8.30], [-17.71, -8.16, 6.68], [-17.68, -5.92, 5.73], [-25.28, -1.84, 10.11], [-24.57, -0.81, 9.27], [-24.88, 0.52, 9.59], [-24.29, 1.55, 8.88], [-23.49, 1.29, 7.79], [-23.12, -0.04, 7.42], [-23.72, -1.10, 8.13], [-23.51, -2.79, 7.41], [-22.84, -4.21, 8.33], [-23.00, -5.49, 7.72], [-22.03, -6.51, 7.82], [-20.93, -6.26, 8.63], [-20.92, -5.13, 9.44], [-21.84, -4.06, 9.30], [-21.70, -2.83, 10.14], [-25.11, -3.14, 6.61], [-26.30, -3.38, 7.35], [-27.49, -3.36, 6.64], [-27.50, -2.96, 5.30], [-26.29, -2.71, 4.62], [-25.08, -2.70, 5.32], [-23.66, -2.44, 4.69], [-26.36, -1.92, 9.85], [-25.27, -1.45, 11.13], [-24.79, -2.80, 10.22], [-25.50, 0.70, 10.42], [-24.37, 2.57, 9.17], [-23.14, 2.11, 7.18], [-22.50, -0.23, 6.53], [-23.83, -5.62, 7.03], [-22.13, -7.45, 7.28], [-20.05, -6.89, 8.59], [-20.16, -4.96, 10.20], [-20.72, -2.88, 10.70], [-22.41, -2.71, 10.93], [-21.77, -1.91, 9.58], [-26.34, -3.54, 8.41], [-28.39, -3.80, 7.05], [-28.48, -2.77, 4.82], [-26.38, -2.57, 3.54], [-23.43, -1.42, 4.21], [-23.38, -3.13, 3.92], [-21.42, -2.97, 5.73], [-22.66, -2.64, 5.84]],
  "e_homo_ev": [-1.484, -1.494],
  "spin_multiplicity": 1,
  "de_lowest_kcal_mol": 81.7,
  "e_lumo_ev": [1.96, 1.96],
  "orbital_gap_ha": [0.127, 0.127],
  "total_charge": -1
}

# 4
{
  "formula": "C44H37AsN7O2PReS3",
  "method": "ωB97M-V/def2-TZVPD",
  "elements": ["Re", "N", "C", "O", "C", "C", "C", "C", "N", "C", "H", "H", "H", "H", "H", "H", "N", "C", "O", "C", "C", "N", "C", "N", "H", "H", "C", "C", "As", "C", "C", "C", "C", "C", "C", "C", "C", "C", "C", "C", "C", "P", "C", "C", "C", "C", "C", "C", "C", "C", "C", "C", "C", "C", "H", "H", "H", "H", "H", "H", "H", "H", "H", "H", "H", "H", "H", "H", "H", "H", "H", "H", "H", "H", "H", "H", "H", "H", "S", "C", "S", "C", "N", "N", "C", "C", "C", "C", "C", "C", "S", "H", "H", "H", "H", "H"],
  "coordinates": [[0.13, -1.10, 1.11], [4.03, -2.69, 4.88], [4.66, -1.87, 4.00], [5.64, -1.21, 4.25], [4.06, -1.76, 2.62], [4.92, -1.74, 1.52], [4.39, -1.50, 0.26], [3.05, -1.25, 0.12], [2.21, -1.25, 1.18], [2.73, -1.51, 2.41], [4.45, -2.82, 5.78], [3.36, -3.38, 4.58], [5.98, -1.89, 1.68], [5.03, -1.49, -0.62], [2.61, -1.03, -0.84], [2.04, -1.50, 3.25], [-3.33, -2.24, 0.44], [-3.00, -1.44, 1.45], [-1.72, -1.14, 1.69], [-3.91, -0.87, 2.30], [-5.30, -1.10, 2.09], [-6.40, -1.35, 1.88], [-3.42, 0.00, 3.32], [-2.94, 0.68, 4.12], [-2.63, -2.62, -0.17], [-4.30, -2.44, 0.25], [1.20, 1.66, -0.73], [1.02, 3.08, -1.24], [2.48, 3.41, -2.55], [1.95, 5.17, -3.15], [2.88, 5.86, -3.92], [2.58, 7.12, -4.43], [1.34, 7.69, -4.17], [0.41, 7.02, -3.39], [0.72, 5.76, -2.87], [1.60, 2.28, -3.89], [0.51, 2.71, -4.64], [-0.19, 1.81, -5.45], [0.20, 0.48, -5.51], [1.30, 0.04, -4.78], [2.00, 0.94, -3.98], [-0.20, 1.11, 0.28], [-1.67, 1.14, -0.72], [-1.58, 0.92, -2.10], [-2.73, 0.90, -2.86], [-3.97, 1.10, -2.25], [-4.06, 1.30, -0.88], [-2.92, 1.32, -0.11], [-0.36, 2.19, 1.70], [-1.07, 3.38, 1.63], [-1.03, 4.25, 2.71], [-0.28, 3.94, 3.84], [0.43, 2.75, 3.91], [0.39, 1.87, 2.84], [2.10, 1.56, -0.13], [1.27, 0.96, -1.57], [1.07, 3.81, -0.43], [0.07, 3.19, -1.76], [3.86, 5.42, -4.11], [3.31, 7.65, -5.03], [1.11, 8.68, -4.55], [-0.55, 7.46, -3.19], [-0.02, 5.25, -2.26], [0.20, 3.75, -4.61], [-1.03, 2.16, -6.03], [-0.34, -0.22, -6.14], [1.62, -0.99, -4.85], [2.89, 0.62, -3.45], [-0.61, 0.77, -2.59], [-2.67, 0.75, -3.93], [-4.87, 1.09, -2.86], [-5.03, 1.45, -0.42], [-2.98, 1.48, 0.96], [-1.66, 3.63, 0.75], [-1.58, 5.18, 2.67], [-0.26, 4.63, 4.67], [1.01, 2.51, 4.79], [0.94, 0.93, 2.89], [2.03, -6.84, 2.19], [1.18, -5.74, 1.36], [1.93, -4.46, 0.42], [0.35, -3.80, 0.10], [-0.63, -4.48, 0.60], [-0.21, -5.55, 1.27], [-1.22, -6.35, 1.93], [-2.30, -5.70, 2.50], [-3.28, -6.44, 3.14], [-3.17, -7.83, 3.20], [-2.08, -8.46, 2.62], [-1.10, -7.73, 1.97], [0.04, -2.36, -0.84], [-2.39, -4.62, 2.44], [-4.13, -5.94, 3.59], [-3.93, -8.41, 3.70], [-2.00, -9.54, 2.65], [-0.27, -8.23, 1.49]],
  "e_homo_ev": [-12.976, -12.976],
  "spin_multiplicity": 4,
  "de_lowest_kcal_mol": 72.3,
  "e_lumo_ev": [-7.93, -8.35],
  "orbital_gap_ha": [0.185, 0.170],
  "total_charge": 2,
  "s2": 3.803
}

# 5
{
  "formula": "C44H37BBrF4N7O2PTi",
  "method": "ωB97M-V/def2-TZVPD",
  "elements": ["Ti", "C", "C", "C", "C", "C", "C", "N", "C", "C", "C", "C", "C", "N", "C", "C", "C", "C", "C", "C", "N", "H", "H", "H", "H", "H", "H", "H", "H", "H", "H", "H", "H", "H", "H", "H", "O", "C", "O", "C", "C", "C", "C", "C", "C", "P", "C", "C", "C", "C", "C", "C", "C", "C", "C", "C", "C", "C", "H", "H", "H", "H", "H", "H", "H", "H", "H", "H", "H", "H", "H", "H", "F", "B", "F", "F", "F", "Br", "C", "C", "C", "C", "C", "C", "H", "H", "H", "H", "N", "C", "N", "N", "C", "N", "H", "H", "H", "H"],
  "coordinates": [[0.36, 0.07, -0.27], [0.46, -3.59, 0.55], [1.32, -3.09, -0.58], [2.38, -3.84, -1.04], [3.12, -3.37, -2.11], [2.72, -2.21, -2.74], [1.62, -1.52, -2.26], [0.97, -1.93, -1.15], [1.03, -0.35, -2.92], [1.39, 0.03, -4.21], [0.74, 1.05, -4.84], [-0.30, 1.67, -4.18], [-0.63, 1.29, -2.89], [0.05, 0.31, -2.23], [-1.84, 1.94, -2.33], [-2.06, 3.30, -2.51], [-3.27, 3.84, -2.14], [-4.23, 3.01, -1.58], [-3.91, 1.67, -1.38], [-4.92, 0.76, -0.73], [-2.75, 1.15, -1.75], [-0.47, -3.99, 0.12], [0.21, -2.79, 1.24], [0.97, -4.40, 1.08], [2.64, -4.77, -0.54], [4.00, -3.90, -2.44], [3.29, -1.82, -3.58], [2.20, -0.48, -4.71], [1.01, 1.36, -5.84], [-0.88, 2.44, -4.66], [-1.29, 3.93, -2.94], [-3.48, 4.89, -2.27], [-5.19, 3.40, -1.28], [-5.53, 0.29, -1.50], [-5.57, 1.33, -0.07], [-4.42, -0.01, -0.17], [2.97, -1.56, 1.02], [2.11, -1.17, 1.78], [1.06, -0.51, 1.38], [2.19, -1.48, 3.27], [3.35, -2.13, 3.67], [3.57, -2.45, 4.99], [2.60, -2.15, 5.93], [1.43, -1.53, 5.56], [1.19, -1.16, 4.23], [-0.29, -0.15, 3.81], [-1.29, -0.38, 5.37], [-1.17, 0.20, 6.63], [-2.11, -0.06, 7.62], [-3.18, -0.92, 7.38], [-3.31, -1.50, 6.13], [-2.38, -1.22, 5.14], [0.54, 1.48, 4.09], [1.78, 1.78, 3.52], [2.31, 3.06, 3.60], [1.63, 4.06, 4.29], [0.42, 3.76, 4.89], [-0.14, 2.49, 4.77], [4.09, -2.36, 2.91], [4.50, -2.92, 5.30], [2.77, -2.39, 6.98], [0.68, -1.32, 6.31], [-0.34, 0.85, 6.87], [-2.02, 0.41, 8.59], [-3.90, -1.13, 8.16], [-4.14, -2.17, 5.92], [-2.50, -1.64, 4.15], [2.36, 1.03, 3.01], [3.25, 3.27, 3.11], [2.05, 5.05, 4.35], [-0.10, 4.53, 5.44], [-1.11, 2.30, 5.20], [3.82, 2.48, -0.75], [3.02, 1.67, -1.50], [2.18, 0.84, -0.52], [3.70, 0.77, -2.28], [2.07, 2.38, -2.23], [-2.58, 5.86, 1.76], [-1.72, 4.24, 1.24], [-0.49, 4.27, 0.63], [0.11, 3.07, 0.26], [-0.49, 1.82, 0.47], [-1.74, 1.85, 1.12], [-2.35, 3.03, 1.51], [0.00, 5.21, 0.42], [1.08, 3.14, -0.22], [-2.26, 0.93, 1.34], [-3.32, 3.02, 2.00], [-4.70, -4.07, 0.92], [-3.48, -3.51, 1.01], [-2.59, -4.05, 1.87], [-3.23, -2.48, 0.26], [-2.18, -1.73, 0.18], [-1.33, -0.97, 0.00], [-4.89, -4.97, 1.31], [-5.31, -3.72, 0.19], [-2.89, -4.75, 2.53], [-1.76, -3.53, 2.11]],
  "e_homo_ev": [-6.400, -7.831],
  "spin_multiplicity": 2,
  "de_lowest_kcal_mol": 25.7,
  "e_lumo_ev": [-0.27, -0.44],
  "orbital_gap_ha": [0.225, 0.271],
  "total_charge": 0,
  "s2": 0.760
}

Across the entries above, max |F| takes the values 2.76; 0.29; 3.89; 1.88; 3.00 eV/Å, respectively.